# C22H29N9S3Ti

A structure of composition C22H29N9S3Ti (ωB97M-V/def2-TZVPD, the Open Molecules 2025 dataset).

Each line ends with the Mulliken charge.
Geometry (Å):
Ti1 8.32366 10.53590 8.84237  -0.47
C1 6.89459 16.54302 11.10914  -1.25
C2 8.07824 16.18359 10.20680  -0.25
N1 9.04108 15.31114 10.86024  -0.23
C3 8.90820 13.97378 11.00314  0.28
S1 10.10587 13.16096 11.98634  -0.40
N2 7.93817 13.37099 10.34378  -1.65
N3 7.75014 12.01771 10.51584  1.47
C4 7.26054 11.51871 11.59770  0.69
C5 6.86215 12.27507 12.82852  -1.63
C6 7.12126 10.04243 11.51549  0.77
C7 7.03366 9.23274 12.62590  -1.02
C8 7.06020 7.81956 12.42345  -0.74
C9 6.92562 7.32739 11.16711  -0.82
C10 6.97494 8.20779 10.07587  0.25
N4 7.13395 9.51722 10.27608  0.51
H1 6.32239 17.31512 10.64153  0.41
H2 7.22024 16.87258 12.06230  0.34
H3 6.26308 15.70061 11.25993  0.27
H4 8.64207 17.06194 9.93118  0.49
H5 7.74970 15.72457 9.28505  0.04
H6 9.81024 15.69663 11.37663  0.23
H7 6.38755 13.19342 12.61511  0.23
H8 7.83356 12.59124 13.27250  0.37
H9 6.24398 11.64307 13.48361  0.49
H10 6.94453 9.62598 13.62832  0.35
H11 7.08553 7.21294 13.29248  0.49
H12 6.82769 6.27282 10.91357  0.43
H13 6.88092 7.84569 9.05697  0.36
N5 7.14628 12.20859 8.08720  0.11
C11 7.15493 12.55712 6.64259  -1.08
C12 8.39725 12.21361 5.85807  -0.24
C13 9.58281 13.00884 6.27195  -0.59
C14 10.46414 12.26394 7.27112  -0.86
N6 9.80070 11.97588 8.54012  0.22
H14 6.15030 12.06930 8.32534  0.31
H15 7.39635 13.03174 8.65728  0.06
H16 6.92128 13.61693 6.54458  0.46
H17 6.34240 12.02081 6.14440  0.47
H18 8.10675 12.51400 4.87279  0.36
H19 8.55336 11.13378 5.76174  0.06
H20 9.26678 14.00469 6.64044  0.26
H21 10.26058 13.18537 5.44118  0.40
H22 11.40108 12.84946 7.46292  0.41
H23 10.63757 11.29992 6.77774  0.37
H24 9.39255 12.82231 8.95835  -0.14
H25 10.48319 11.68568 9.15575  0.41
S2 6.89776 9.64292 7.19068  -0.41
C15 7.71999 8.37983 6.21443  0.58
C16 7.06319 7.65796 5.24995  -0.91
C17 7.73699 6.67457 4.52238  -0.45
C18 9.05484 6.30412 4.85292  -0.66
C19 9.63501 6.96552 5.92062  -0.64
C20 8.97982 8.01627 6.58672  0.56
S3 9.68595 8.76749 8.02622  -0.28
H26 6.04379 7.90343 4.97578  0.41
H27 7.22309 6.20824 3.70452  0.39
H28 9.57960 5.47526 4.31011  0.33
H29 10.65605 6.77112 6.26026  0.41
N7 12.18512 6.76101 11.81577  -0.58
C21 11.95395 7.89659 11.67925  0.47
N8 11.69192 9.17670 11.57921  -0.76
C22 10.64911 9.52081 10.95631  0.61
N9 9.72208 9.94129 10.34668  -0.05

- LUMO energy (Eh) = -0.0467
- HOMO-LUMO gap (eV) = 6.3549
- maximum force (eV/Å) = 2.8
- relative energy (zero: lowest compared OMol25 entry of this formula, charge and spin) (kcal per mole) = 21.6
- HOMO level (eV) = -7.626

---

# C22H30Br54NO

A structure of composition C22H30Br54NO (ωB97M-V/def2-TZVPD, the Open Molecules 2025 dataset).

Each line ends with the Mulliken charge.
Geometry (Å):
C1 1.84724 4.25660 0.12924  -0.54
C2 1.55446 5.86902 0.00767  -0.38
C3 0.16575 6.38540 0.70123  -0.19
O1 -0.80180 5.35903 1.06961  -0.42
C4 -1.50018 4.73953 -0.04623  0.47
N1 -1.86861 5.62814 -1.20464  -0.19
H1 2.99574 4.08259 -0.14602  0.28
H2 1.73053 3.86742 1.23091  0.28
H3 1.22038 3.67098 -0.66550  -0.04
H4 2.45241 6.39531 0.59290  0.34
H5 1.65162 6.28739 -1.10446  0.15
H6 -0.25932 7.27561 0.04642  0.05
H7 0.48665 6.90614 1.72898  0.35
H8 -2.53141 4.32289 0.38876  -0.13
H9 -0.96370 3.77761 -0.50332  -0.23
H10 -2.33343 6.51688 -0.85462  0.38
H11 -2.59292 5.14006 -1.81339  0.43
H12 -1.03304 5.82851 -1.82032  0.18
C5 -0.93987 8.93200 -3.89804  -0.33
Br1 -0.93974 9.56074 -2.05717  0.03
Br2 0.12325 7.31686 -4.11144  -0.02
Br3 -2.74546 8.70619 -4.58575  0.01
H13 -0.46279 9.71090 -4.50197  0.38
C6 1.54409 0.55295 -1.59822  0.53
Br4 2.19181 0.64924 0.23353  0.20
Br5 -0.22576 1.33914 -1.78248  -0.05
Br6 2.81265 1.32285 -2.85603  0.03
H14 1.44992 -0.50886 -1.84864  -0.64
C7 7.03971 1.86086 -3.15560  -0.11
Br7 5.98947 2.86994 -4.44512  -0.10
Br8 5.96560 1.28515 -1.63927  0.03
Br9 7.97255 0.37114 -3.98903  0.16
H15 7.80537 2.53966 -2.76568  0.05
C8 -5.32490 2.68437 0.34893  -0.44
Br10 -3.59092 2.24572 -0.41592  0.12
Br11 -6.22984 4.07897 -0.66131  -0.05
Br12 -6.44142 1.10602 0.56404  0.10
H16 -5.14022 3.08440 1.35138  0.44
C9 -0.58501 -3.52297 -1.10235  0.15
Br13 0.79892 -2.85653 -2.29597  -0.06
Br14 -1.59933 -2.07517 -0.29027  0.15
Br15 -1.74370 -4.81187 -1.98565  -0.03
H17 -0.07799 -4.05327 -0.28950  -0.18
C10 11.08532 1.92890 -1.74409  -0.18
Br16 10.40286 3.14106 -3.10389  -0.03
Br17 12.73523 2.58643 -0.95044  -0.03
Br18 9.74353 1.52550 -0.39467  0.00
H18 11.32596 0.98667 -2.24740  0.25
C11 -7.18501 -3.20654 0.51480  0.65
Br19 -5.80108 -2.54011 -0.67882  -0.01
Br20 -8.19933 -1.75875 1.32688  0.03
Br21 -8.34370 -4.49545 -0.36850  0.03
H19 -6.67799 -3.73685 1.32765  -0.69
C12 10.98304 -1.95652 -5.97161  -0.35
Br22 10.30058 -0.74436 -7.33141  -0.02
Br23 12.63294 -1.29899 -5.17795  -0.03
Br24 9.64125 -2.35992 -4.62219  -0.02
H20 11.22368 -2.89875 -6.47492  0.37
C13 -4.92996 -5.49282 3.67470  -0.43
Br25 -4.19132 -4.26082 2.36295  0.03
Br26 -6.83756 -5.77051 3.41327  0.06
Br27 -3.95308 -7.17444 3.71893  0.00
H21 -4.80660 -5.02547 4.65725  0.40
C14 1.14147 13.31165 -0.88648  -0.33
Br28 0.09123 14.32073 -2.17600  0.01
Br29 0.06735 12.73594 0.62985  -0.02
Br30 2.07431 11.82193 -1.71991  -0.02
H22 1.90712 13.99045 -0.49656  0.35
C15 1.64234 -4.80575 2.78954  -0.42
Br31 -0.00337 -5.62562 2.15428  0.00
Br32 3.16881 -5.99437 2.58581  0.01
Br33 1.95658 -3.07515 1.95867  0.10
H23 1.51712 -4.62723 3.86260  0.32
C16 -9.72878 -0.17316 5.03140  -0.30
Br34 -8.00037 -1.06564 5.04540  -0.04
Br35 -10.33306 0.20601 3.22157  -0.05
Br36 -11.06162 -1.16057 6.04758  -0.01
H24 -9.59469 0.79127 5.53234  0.34
C17 -3.77206 -11.27798 2.38759  -0.39
Br37 -3.12435 -11.18169 4.21934  -0.02
Br38 -5.54192 -10.49179 2.20332  0.03
Br39 -2.50351 -10.50808 1.12978  0.01
H25 -3.86624 -12.33979 2.13717  0.36
C18 9.49143 -2.31538 -0.53606  0.10
Br40 9.49157 -1.68664 1.30480  -0.03
Br41 10.55456 -3.93051 -0.74946  -0.03
Br42 7.68585 -2.54119 -1.22378  0.01
H26 9.96851 -1.53648 -1.13999  -0.03
C19 7.39143 -6.34833 -0.48152  0.00
Br43 7.39157 -5.71959 1.35935  0.00
Br44 8.45456 -7.96347 -0.69492  -0.02
Br45 5.58585 -6.57414 -1.16923  -0.03
H27 7.86851 -5.56943 -1.08545  0.01
C20 -9.65017 -8.73220 3.14440  -0.20
Br46 -9.71030 -8.61016 1.20388  0.00
Br47 -9.88569 -6.99452 3.98666  -0.05
Br48 -10.91367 -10.04449 3.82671  -0.03
H28 -8.64825 -9.08392 3.41175  0.24
C21 -10.00520 -0.87553 -2.37554  0.27
Br49 -8.62127 -0.20909 -3.56915  -0.02
Br50 -11.01952 0.57227 -1.56346  -0.02
Br51 -11.16390 -2.16444 -3.25883  -0.02
H29 -9.49818 -1.40583 -1.56268  -0.22
C22 2.47180 0.22447 4.81212  -0.35
Br52 0.70987 0.80439 4.22610  -0.03
Br53 2.42184 -1.54881 5.61048  -0.01
Br54 3.78421 0.33711 3.38069  -0.06
H30 2.79278 0.91889 5.59556  0.38

- LUMO energy (Eh) = -0.1047
- HOMO-LUMO gap (eV) = 8.4263
- maximum force (eV/Å) = 3.5
- charge = +1
- HOMO level (eV) = -11.274

---

# C22H30CoF6NO14S2

A structure of composition C22H30CoF6NO14S2 (ωB97M-V/def2-TZVPD, the Open Molecules 2025 dataset).

Each line ends with the Mulliken spin population.
Geometry (Å):
Co1 0.33171 -0.85313 0.18683  2.82
C1 -2.51370 -3.36359 2.07494  0.00
F1 -3.03607 -4.20637 2.99951  0.00
F2 -2.55299 -4.02704 0.87267  0.00
F3 -3.18648 -2.21660 1.98333  0.00
S1 -0.66305 -3.03841 2.53907  0.00
O1 -0.63144 -1.87158 3.37578  0.00
O2 -0.06199 -4.17203 3.24535  0.00
N1 0.10057 -2.62879 1.00566  0.06
S2 0.56282 -3.98282 0.31814  0.02
O3 -0.12211 -5.20264 0.66539  0.00
O4 0.72802 -3.82924 -1.15360  0.00
C2 2.37694 -4.13342 1.06274  0.00
F4 2.42912 -4.59780 2.37661  0.00
F5 3.17826 -4.90359 0.34418  0.00
F6 2.84845 -2.91478 1.03818  0.00
O5 -1.27299 -1.20614 -1.20210  0.03
C3 -1.33308 -1.16906 -2.45841  0.01
O6 -0.49761 -1.83652 -3.17049  0.00
C4 -0.74308 -1.83202 -4.60754  0.00
C5 -1.88026 -0.92159 -4.72182  0.00
C6 -2.49911 -0.70415 -3.30075  0.00
H1 -1.20060 -2.78056 -4.88869  0.00
H2 0.02550 -1.57121 -5.33512  0.00
H3 -2.66270 -1.22656 -5.41671  0.00
H4 -1.68330 0.05356 -5.16723  0.00
H5 -3.39631 -1.31858 -3.22582  0.00
H6 -2.87809 0.30536 -3.14148  0.00
O7 -1.28114 0.25679 1.39047  -0.01
C7 -2.13167 0.88516 2.04461  -0.01
O8 -3.48751 0.69069 1.89201  0.00
C8 -4.24873 1.27404 2.92138  0.00
C9 -3.18236 1.87820 3.91448  0.00
C10 -1.88765 1.87581 3.15854  0.00
H7 -4.76330 0.40273 3.32652  0.00
H8 -5.11110 1.83250 2.55733  0.00
H9 -2.96060 1.18236 4.72363  0.00
H10 -3.49531 2.85231 4.29035  0.00
H11 -1.07399 1.45255 3.74754  0.00
H12 -1.64123 2.88056 2.81523  0.00
O9 1.82683 -0.86494 -1.21850  0.01
C11 2.65330 -0.85407 -2.11750  0.01
O10 3.58948 0.01591 -2.20744  0.00
C12 4.70176 -0.47391 -2.87966  0.00
C13 4.20578 -1.39598 -3.87939  0.00
C14 3.00665 -1.98952 -3.05036  0.00
H13 5.36517 -0.80908 -2.08239  0.00
H14 5.25871 0.36784 -3.29119  0.00
H15 4.78321 -2.29825 -4.08084  0.00
H16 3.72218 -1.02775 -4.78418  0.00
H17 3.26296 -2.85435 -2.43842  0.00
H18 2.07670 -2.16793 -3.59022  0.00
O11 0.06546 1.22302 -0.67592  0.01
C15 -0.67919 2.22122 -0.92341  0.00
O12 -2.03105 1.96394 -1.06622  0.00
C16 -2.65144 3.14381 -1.60146  0.00
C17 -1.81073 4.25859 -1.11735  0.00
C18 -0.37965 3.66893 -0.89988  0.00
H19 -3.59607 3.50467 -1.19455  0.00
H20 -2.59127 3.28651 -2.68040  0.00
H21 -2.22510 4.71240 -0.21710  0.00
H22 -1.91406 5.14987 -1.73626  0.00
H23 -0.09105 4.02415 0.08937  0.00
H24 0.31944 3.85873 -1.71435  0.00
O13 1.50342 0.05246 1.56630  0.03
C19 1.83181 1.10567 2.20703  0.01
O14 0.92726 1.97100 2.64785  0.00
C20 1.55102 3.14651 3.25379  0.00
C21 2.87529 2.64109 3.74145  0.00
C22 3.21586 1.53787 2.66740  0.00
H25 0.97410 3.29865 4.16599  0.00
H26 1.75722 3.95261 2.54967  0.00
H27 2.76352 2.08840 4.67426  0.00
H28 3.63680 3.40204 3.91226  0.00
H29 3.88299 0.75989 3.03859  0.00
H30 3.71064 2.06580 1.85218  0.00

- LUMO energy (spin up / spin down) (Eh) = -0.0825 / -0.0825
- 2S+1 = 4
- HOMO-LUMO gap (spin up / spin down) (eV) = 9.9231 / 9.9070
- maximum force (eV/Å) = 5.8
- relative energy (zero: lowest compared OMol25 entry of this formula, charge and spin) (kcal per mole) = 114.5
- charge = +1
- HOMO level (spin up / spin down) (eV) = -12.168 / -12.153

---

Values for energy, Eh, ordered as above
-3392.63569; -139982.51722; -4742.48919